*one*
10
Properties=species:S:1:pos:R:3 method="wB97M-V/def2-TZVPD" smiles="S=C1CNC1" e_lumo_ev=-0.56
S 2.7268 0.0603 -0.1210
N -1.0113 -0.1424 -0.3639
C 1.0393 0.0200 0.1243
C -0.2294 1.0271 0.0091
C 0.1408 -1.0379 -0.0189
H -0.6158 1.0974 1.0705
H -0.1463 -1.6239 1.0371
H -0.1656 2.1002 -0.6507
H 0.5117 -1.4419 -0.9903
H -2.2501 -0.0590 -0.0962

=====

*two*
10
Properties=species:S:1:pos:R:3 method="wB97M-V/def2-TZVPD" smiles="S=C[C@H]1CN1" e_lumo_ev=-0.54
S -2.9085 -0.0667 0.1087
N 1.1315 0.7188 0.2288
C 1.0344 -0.7348 -0.2133
C -1.3351 0.3317 -0.0768
C -0.0294 -0.0761 0.6047
H 0.8909 1.4341 -0.4800
H 1.7320 -1.3219 0.3185
H 0.5858 -0.8754 -1.1918
H -0.1143 -0.2896 1.7161
H -0.9873 0.8799 -1.0148

=====

Most stable structure, least stable structure: *two*, *one*.

=====

*one*
12
Properties=species:S:1:pos:R:3 method="wB97M-V/def2-TZVPD" smiles="CSCOC=S" e_lumo_ev=0.30
S 0.8042 -2.3594 3.3486
S -0.4972 1.5060 0.1780
O 0.2008 -0.5418 1.5992
C -0.5622 1.6808 -1.6202
C 0.0548 -0.2127 0.2177
C 0.6086 -1.7818 1.8569
H 0.4168 1.5072 -2.0850
H -0.6376 -0.8530 -0.2498
H 1.0325 -0.2842 -0.3005
H 0.7829 -2.3969 0.9715
H -1.2979 1.0134 -2.0600
H -0.9057 2.7224 -1.8565

=====

*two*
12
Properties=species:S:1:pos:R:3 method="wB97M-V/def2-TZVPD" e_lumo_ev=-0.28
S -1.2537 -0.3046 1.6991
S -0.7341 0.8114 -0.8074
O 1.8406 -1.2980 -0.3667
C 1.3038 -0.4283 0.5673
C -0.1707 -0.0919 0.5349
C 0.5249 0.8577 -2.0808
H 0.1719 1.5200 -2.8487
H 1.5442 1.1494 -1.7745
H 1.8466 0.5699 0.4330
H 1.5626 -0.7237 1.5627
H 1.4154 -2.1241 -0.3733
H 0.5914 -0.1415 -2.4605

=====

Most stable structure, least stable structure: *two*, *one*.

=====

*one*
12
Properties=species:S:1:pos:R:3 method="wB97M-V/def2-TZVPD" smiles="CC=S.OC=S" e_lumo_ev=-0.88
S 3.3381 -0.4351 -0.4845
S -1.0472 -1.6498 -0.4037
O 1.2963 -1.5135 0.7117
C 1.7986 -0.5098 -0.0083
C -1.4986 -0.1046 -0.5108
C -0.8522 1.0539 0.1754
H 1.0736 0.2710 -0.2548
H -0.0050 0.7384 0.7856
H -2.3566 0.1567 -1.1369
H -1.5870 1.5674 0.8068
H -0.5148 1.7853 -0.5707
H 0.3548 -1.3600 0.8901

=====

*two*
12
Properties=species:S:1:pos:R:3 method="wB97M-V/def2-TZVPD" smiles=C1OCSCS1 e_lumo_ev=0.71
S -0.9879 1.6248 -0.2440
S 0.6668 -0.6274 -1.2268
O -0.0948 -0.4714 1.2640
C 0.7250 -1.2833 0.3442
C -1.1696 0.2006 0.7762
C 0.5530 1.1553 -1.0347
H -1.7297 -0.4049 0.0670
H -1.8551 0.3773 1.5710
H 0.3461 1.3315 -2.2330
H 1.6909 -1.1057 1.0853
H 1.4485 1.5854 -0.6675
H 0.4068 -2.3823 0.2984

=====

Most stable structure, least stable structure: *one*, *two*.

=====

*one*
12
Properties=species:S:1:pos:R:3 method="wB97M-V/def2-TZVPD" e_lumo_ev="-2.12 / -2.12"
S 1.9810 1.9359 -0.3905
S -0.6667 0.4422 -1.1101
O -0.1506 -2.7229 -0.1206
C -1.2059 -2.4056 -0.8932
C 1.2578 2.8480 1.0645
C -1.2826 -1.0069 -1.2187
H 1.0736 2.0463 1.9747
H 0.2736 3.1115 0.8052
H -2.0343 -2.7833 -0.2998
H 1.9734 3.5086 1.4318
H -0.0091 -1.9620 0.4894
H -1.2101 -3.0119 -1.7328

=====

*two*
12
Properties=species:S:1:pos:R:3 method="wB97M-V/def2-TZVPD" smiles="COCC(=S)S" e_lumo_ev=-0.18
S -1.4712 -0.0500 -1.6932
S -1.1963 -0.6889 1.1933
O 1.5447 0.2764 0.8063
C 0.8340 0.4285 -0.3965
C 2.8846 0.6690 0.6395
C -0.6066 -0.0971 -0.3184
H 3.3979 0.4866 1.6124
H -0.2453 -0.1691 2.0027
H 3.4150 0.1294 -0.1428
H 1.3027 -0.0818 -1.2309
H 0.8255 1.4808 -0.6458
H 2.9551 1.7612 0.4042

=====

*three*
12
Properties=species:S:1:pos:R:3 method="wB97M-V/def2-TZVPD" smiles="OCC(=S)CS" e_lumo_ev=-0.63
S -0.0334 1.4032 1.7925
S -2.1528 0.4303 -0.9784
O 1.4920 0.2423 -0.8380
C -0.6692 -0.2016 1.1919
C -0.7985 -0.1945 -0.2945
C 0.3921 -0.5794 -1.1250
H 1.3212 1.1599 -1.1232
H 0.1758 -0.5311 -2.1892
H -1.6634 -0.3341 1.5982
H 0.7706 -1.6029 -0.9381
H 1.2301 1.2412 1.3543
H -0.0645 -1.0332 1.5494

=====

Most stable structure, least stable structure: *three*, *one*.

=====

*one*
15
Properties=species:S:1:pos:R:3 method="wB97M-V/def2-TZVPD" smiles="NC1=NC(N)(N)OC1=O" e_lumo_ev=0.75
O 1.8743 -2.0217 0.3512
O -0.3061 -1.4151 -0.0607
N -1.9394 -0.0370 0.8919
N 0.0860 0.9430 -0.0889
N 2.4580 0.8684 0.1672
N -1.6756 -0.1357 -1.4361
C 1.2034 0.3779 0.0337
C 1.0667 -1.1977 0.0710
C -1.0169 -0.1728 -0.1882
H 2.5708 1.8701 0.2590
H 3.1570 0.2526 0.5696
H -2.6335 0.1757 -1.3489
H -1.8590 0.8608 1.3365
H -1.1649 0.4055 -2.1198
H -1.8205 -0.7737 1.5627

=====

*two*
15
Properties=species:S:1:pos:R:3 method="wB97M-V/def2-TZVPD" smiles="O=[N+]([O-])N=C1NCCN1" e_lumo_ev=0.48
O -3.0223 -0.5920 -0.1239
O -1.9238 1.2366 0.1536
N 0.7925 0.9278 -0.2064
N -0.8783 -0.8353 -0.0064
N -1.9549 -0.0025 0.0236
N 1.3765 -1.1459 0.2420
C 2.6744 -0.4529 -0.1003
C 0.3042 -0.2856 -0.0041
C 2.2074 0.9810 0.0235
H 0.1713 1.6825 -0.0108
H 2.8300 1.5232 -0.7637
H 3.4377 -0.6447 0.7121
H 1.2438 -2.1228 -0.0786
H 2.4962 1.1776 1.0974
H 2.9225 -0.8357 -1.0791

=====

Most stable structure, least stable structure: *one*, *two*.

=====

*one*
11
Properties=species:S:1:pos:R:3 method="wB97M-V/def2-TZVPD" e_lumo_ev=3.97 charge=-1
S -1.7128 -0.1159 -0.0956
O -3.1919 0.1512 -0.1772
O -1.1236 -1.1721 -0.9127
O -1.2663 -0.2028 1.2674
N 1.4683 1.8576 -0.8959
C 1.4506 -0.3545 0.3754
C 1.3897 0.8460 -0.3569
H 0.3130 -0.5851 0.2029
H -1.0561 1.1183 -0.6492
H 1.6363 -0.4851 1.4241
H 2.0928 -1.0578 -0.1824

=====

*two*
11
Properties=species:S:1:pos:R:3 method="wB97M-V/def2-TZVPD" e_lumo_ev="3.83 / 3.83" charge=-1
S 0.6572 2.0086 1.2222
O -0.3817 2.5775 2.0461
O 1.2433 2.9398 0.2872
O 1.6406 1.2330 1.9413
N -0.5750 0.4640 0.0004
C -0.0328 -0.5262 -0.5487
C -0.7487 -1.7812 -1.0117
H 0.9653 -0.6264 -0.7640
H -0.0905 -2.6541 -1.0576
H -1.4182 -1.9991 -0.2525
H -1.2595 -1.6358 -1.8628

=====

Most stable structure, least stable structure: *one*, *two*.

=====

*one*
52
Properties=species:S:1:pos:R:3 method="wB97M-V/def2-TZVPD" smiles="CCCCCCCCCCCCCCCC(=O)C(F)(F)F" e_lumo_ev=0.63
F 4.5159 -3.6437 -1.0745
F 4.2157 -3.4875 1.0558
F 2.8181 -2.5628 -0.2984
O 5.7752 -1.2740 -0.8962
C -3.9408 -4.2689 -0.6758
C 4.5645 -0.6364 1.1006
C -4.9255 -2.1578 0.3589
C 2.4077 2.8180 -0.9341
C -5.0820 -3.2584 -0.6910
C 5.1215 0.7832 0.9970
C 0.9928 3.3120 -0.6312
C -2.5306 1.6559 -0.3576
C -3.6981 -0.0807 1.1017
C 4.4597 1.6048 -0.1108
C 4.1237 -2.8206 -0.1078
C -3.7602 -1.2115 0.0771
C -2.4818 0.8294 0.9269
C -0.0407 2.1905 -0.5440
C 3.0002 1.9530 0.1769
C 4.9477 -1.4926 -0.0630
C -1.4579 2.7444 -0.4122
H 2.4102 1.0405 0.2674
H -3.8334 -4.7055 0.3150
H 0.0210 1.5717 -1.4424
H -1.5220 3.3598 0.4887
H -2.4332 1.5125 1.7790
H 0.9986 3.8705 0.3080
H -2.9994 -3.8003 -0.9496
H -1.5786 0.2167 0.9397
H 5.0230 2.5327 -0.2293
H 3.0541 3.6859 -1.0864
H 0.1795 1.5582 0.3161
H -3.5120 2.1317 -0.4277
H -5.1510 -2.8036 -1.6820
H 0.6930 4.0042 -1.4220
H -2.4157 1.0018 -1.2235
H -5.8487 -1.5734 0.3936
H 4.5269 1.0611 -1.0546
H 2.9372 2.4916 1.1257
H -4.6098 0.5183 1.0367
H -2.8200 -1.7647 0.1049
H 6.1927 0.7199 0.7989
H -4.7902 -2.6164 1.3416
H -3.6647 -0.5190 2.1027
H -3.8767 -0.7954 -0.9251
H -4.1374 -5.0710 -1.3837
H -6.0208 -3.7858 -0.5046
H 4.9810 1.2866 1.9549
H 2.3986 2.2476 -1.8657
H 3.4766 -0.6318 1.1985
H 4.9570 -1.1341 1.9945
H -1.6608 3.3938 -1.2678

=====

*two*
52
Properties=species:S:1:pos:R:3 method="wB97M-V/def2-TZVPD" smiles="CCCCCCCCCCCCCCCC(=O)C(F)(F)F" e_lumo_ev=0.63
F -1.4904 -2.0595 7.4351
F -0.3104 -2.8632 5.8229
F -0.9816 -4.1555 7.4114
O -3.2376 -4.4410 5.9895
C -0.6226 -1.0786 -1.4108
C -2.6225 -0.7068 0.1317
C 4.9415 4.5084 -1.5277
C -2.6536 -3.4083 5.8404
C -2.4645 -2.6164 3.5072
C -2.1441 -0.9965 -1.2911
C -1.3411 -3.1335 6.6409
C 2.9393 3.5327 -2.7731
C -2.2805 -1.8180 1.1220
C -2.8462 -1.5259 2.5102
C -0.1568 -1.0808 -2.8695
C 1.1649 0.9973 -3.6037
C 4.2783 4.2644 -2.8785
C 1.7461 1.3403 -2.2340
C -0.1969 0.3020 -3.5356
C -3.0197 -2.2982 4.9107
C 3.0818 2.0831 -2.3136
H 0.8626 -1.4684 -2.9214
H -2.5847 -1.9339 -1.6382
H -2.8656 -3.5761 3.1769
H 1.8685 0.3554 -4.1398
H 5.2202 3.5717 -1.0524
H -0.5681 0.1980 -4.5576
H 1.0298 1.9516 -1.6792
H -1.1973 -1.9223 1.1962
H 2.2914 4.0692 -2.0755
H -0.8964 0.9482 -3.0021
H 3.7491 1.5513 -2.9962
H 1.0478 1.9138 -4.1856
H -3.9339 -1.4481 2.4515
H -0.1762 -0.2344 -0.8840
H -3.7067 -0.5699 0.1166
H 3.5408 2.0689 -1.3233
H -0.2740 -1.9949 -0.9307
H -4.1074 -2.2364 4.8511
H -2.6841 -2.7649 0.7569
H -2.5115 -0.2017 -1.9437
H -1.3776 -2.6996 3.5528
H 2.4594 3.5541 -3.7535
H -0.7910 -1.7745 -3.4260
H 4.1096 5.2286 -3.3646
H 4.2661 5.0444 -0.8640
H 1.9018 0.4155 -1.6755
H 4.9535 3.6883 -3.5155
H -2.1772 0.2298 0.4759
H -2.4617 -0.5653 2.8594
H -2.6133 -1.3486 5.2599
H 5.8429 5.1043 -1.6526

=====

Most stable structure, least stable structure: *one*, *two*.

=====

*one*
9
Properties=species:S:1:pos:R:3 method="wB97M-V/def2-TZVPD" e_lumo_ev="-0.76 / -3.17"
Si -0.8203 0.1733 -0.0621
C -0.8781 1.9901 -0.0108
C 0.4513 -3.2744 0.3082
C 1.5766 -2.9930 0.1078
C -0.9688 3.2013 0.0726
H -0.8189 -0.2159 -1.5856
H 2.5183 -2.6855 -0.4007
H -0.3723 -0.4088 1.3303
H -0.6878 4.2130 0.2404

=====

*two*
9
Properties=species:S:1:pos:R:3 method="wB97M-V/def2-TZVPD" smiles=C#CC#C[SiH3] e_lumo_ev=0.63
Si -0.6880 -1.0687 -0.6712
C -0.1050 0.3475 0.2775
C 0.4487 1.2242 0.8343
C 1.6056 2.1682 1.3592
C 2.6386 2.6101 1.8155
H 0.1058 -2.2866 -0.4337
H -1.8296 -1.5847 0.1157
H 3.4211 3.1486 2.1280
H -0.4822 -0.9037 -2.1655

=====

Most stable structure, least stable structure: *two*, *one*.

=====

*one*
15
Properties=species:S:1:pos:R:3 method="wB97M-V/def2-TZVPD" smiles="CN[P@@](O)(=S)OC" e_lumo_ev=0.69
S 0.4875 -2.3475 0.2755
P 0.2049 -0.4384 0.2112
O 0.5790 0.5377 1.9186
O 1.0394 0.3843 -0.7680
N -1.2819 0.1225 0.0044
C 2.4552 0.1060 -0.9803
C -2.2179 -0.4152 -0.9817
H 2.8098 0.3601 -0.0750
H 2.6746 -1.0053 -1.1909
H -1.1130 1.1703 -0.0570
H 0.1049 0.1342 2.5619
H -2.4539 -1.4400 -0.5968
H -3.2365 0.1657 -0.9660
H -1.8616 -0.2707 -1.9287
H 2.9172 0.7079 -1.6593

=====

*two*
15
Properties=species:S:1:pos:R:3 method="wB97M-V/def2-TZVPD" smiles="COP(N)S.C=O" e_lumo_ev=0.46
S 0.4681 0.0486 -2.2160
P -0.4001 -0.3334 -0.3084
O 0.9637 -0.8677 0.5575
O -0.3838 2.4717 0.3312
N -0.9067 -1.9050 -0.6489
C -1.0685 2.6113 -0.6833
C 1.3648 -0.4701 1.9209
H 1.9458 -1.2733 2.2810
H -1.1957 -2.4641 0.1731
H -2.0175 3.1066 -0.7840
H 1.2473 -0.8620 -2.3189
H 1.9871 0.4264 1.8313
H 0.6170 -0.4983 2.6778
H -1.7145 -1.9381 -1.3630
H -0.9071 1.9476 -1.4506

=====

Most stable structure, least stable structure: *one*, *two*.

=====

*one*
17
Properties=species:S:1:pos:R:3 method="wB97M-V/def2-TZVPD" e_lumo_ev=4.20 charge=-1
O -0.2513 0.0810 -0.1883
O 0.3324 -2.3494 3.0094
N 0.6108 1.7466 -3.4319
C -0.3569 1.0302 -1.2216
C 0.1772 -1.3198 2.3458
C -0.9542 -0.3433 2.5559
C 0.5731 0.6879 -2.4103
H -0.2879 2.0832 -3.7235
H 1.0126 1.5044 -4.3169
H -1.1905 -0.0262 1.5037
H 0.8519 -1.0638 1.4412
H -0.0499 2.0322 -0.8626
H 0.1814 -0.2891 -2.7974
H -1.7828 -0.7926 3.1328
H -1.3707 1.0886 -1.6167
H -0.5487 0.5056 3.1286
H 1.6250 0.5494 -2.0538

=====

*two*
17
Properties=species:S:1:pos:R:3 method="wB97M-V/def2-TZVPD" smiles=C[C@@H](CO)NC[O-] e_lumo_ev=4.32 charge=-1
O -0.2240 -1.3522 -1.1762
O 0.9644 1.6188 -0.9847
N -1.1880 0.4006 0.2775
C -1.2416 -0.5588 -1.0547
C 0.0834 0.3137 0.9973
C 1.2797 0.5431 0.0191
C 0.2375 -1.0697 1.7182
H 1.7249 -0.2219 -0.5851
H -0.7274 -1.3327 2.1991
H 0.5233 -1.8720 1.0388
H -1.3308 0.2269 -1.8780
H 1.0056 -0.8821 2.4944
H -1.9717 0.1454 0.9121
H -2.2457 -1.0892 -1.0977
H 2.2354 1.0085 0.2955
H -0.0252 1.7464 -0.9667
H 0.1120 1.1279 1.7183

=====

Most stable structure, least stable structure: *one*, *two*.

=====

*one*
17
Properties=species:S:1:pos:R:3 method="wB97M-V/def2-TZVPD" e_lumo_ev=4.19 charge=-1
O -2.0761 -0.7022 -0.4393
O 0.9715 2.1564 -1.3208
N 0.6494 -0.3012 -1.0622
C -1.7107 -0.8697 0.8935
C -0.4431 -0.0364 1.1836
C 1.4747 0.7075 -1.4715
C 0.7265 -0.5856 0.3447
H -0.7104 0.9809 0.9093
H 2.4358 0.8071 -0.9293
H -0.2571 -0.1600 2.2601
H 1.6681 0.6364 -2.5496
H 0.0923 2.0012 -0.9541
H 1.5952 -0.0534 0.8100
H -2.4956 -0.4206 1.5204
H -1.5712 -1.9128 1.2138
H -1.3195 -0.6382 -1.0597
H 0.9702 -1.6095 0.6513

=====

*two*
17
Properties=species:S:1:pos:R:3 method="wB97M-V/def2-TZVPD" e_lumo_ev=4.05 charge=-1
O 0.1504 1.6822 -2.6203
O 0.3794 -1.0524 1.5568
N 0.9515 0.9478 -0.3257
C -1.1331 -2.8871 1.6907
C -0.6734 -1.7699 1.0839
C 0.1362 2.1477 -0.0299
C 0.4988 0.6191 -1.9365
H 1.8933 1.2600 -0.3803
H 1.4669 0.1145 -2.2959
H -0.2515 -0.1744 -1.7901
H -1.1051 -1.4376 0.0949
H -2.0883 -3.3091 1.3604
H -0.7417 -3.2548 2.6162
H 0.7314 -0.2579 0.8946
H 0.4297 2.5796 0.9324
H -0.9348 1.8937 -0.0112
H 0.2902 2.8987 -0.8402

=====

Most stable structure, least stable structure: *one*, *two*.

=====

*one*
15
Properties=species:S:1:pos:R:3 method="wB97M-V/def2-TZVPD" multiplicity=2 e_lumo_ev="-3.58 / -11.59" charge=+1
O 0.5102 -0.4035 0.0612
O -1.6298 3.4107 -1.4873
O 1.8718 -1.5733 -1.9586
O 2.2791 -3.1151 1.8665
O -1.7656 1.7296 0.6767
H -1.5972 2.4556 1.2774
H -2.3654 3.8140 -1.0262
H 0.1946 -0.8863 0.8251
H -2.4751 1.2367 1.0890
H 0.1230 0.4673 0.1509
H -1.6166 2.5065 -1.1736
H 2.4133 -4.0537 1.7354
H 1.6344 -0.9526 -1.2698
H 1.3409 -2.9851 1.7277
H 1.0825 -1.6508 -2.4944

=====

*two*
15
Properties=species:S:1:pos:R:3 method="wB97M-V/def2-TZVPD" multiplicity=2 e_lumo_ev="-3.80 / -11.91" charge=+1
O -0.9151 -1.3581 3.1686
O 1.7140 -1.4423 -1.1309
O 0.2802 1.0922 -0.0181
O 2.2088 1.9553 -2.0431
O -2.3475 -0.2425 0.0802
H -0.9002 -1.3563 2.2115
H 1.4586 1.9241 -1.4494
H -0.4611 0.4923 0.0653
H 1.8145 -0.7443 -0.4836
H 2.1836 1.1177 -2.5058
H -2.6306 0.5731 0.4935
H -3.1457 -0.6083 -0.3008
H 1.8833 -1.0165 -1.9713
H -1.1622 -2.2527 3.4031
H 0.0196 1.8664 0.4808

=====

Most stable structure, least stable structure: *one*, *two*.